1.
Molecular formula: C33H61F3NO7
Method: DFT, ωB97M-V/def2-TZVPD

HOMO energy (spin up / spin down) = -8.40 / -8.31 eV
spin multiplicity = 2
orbital gap (spin up / spin down) = 0.3234 / 0.3017 Ha

Cartesian coordinates (Å):
F -5.760 -0.337 -0.195
F -5.117 0.594 2.899
F -5.079 -2.065 1.075
O -3.283 -5.288 3.509
O 4.137 -0.600 -2.815
O -0.482 2.109 3.957
O -1.361 3.413 -3.068
O 0.090 -1.366 -0.181
O 1.268 1.347 7.735
O 4.485 -0.363 -7.180
N -0.257 -0.579 0.763
C -0.191 1.270 -0.812
C -0.856 1.178 2.921
C 4.938 0.953 -7.513
C 3.581 -0.019 -4.001
C -2.290 4.107 -5.127
C -2.768 3.573 -2.875
C 3.393 -1.768 -2.458
C 4.952 -1.295 -8.159
C 0.278 2.360 7.549
C 5.984 0.783 -8.607
C 0.830 3.628 8.185
C 2.491 1.943 8.175
C -0.149 -1.199 2.113
C -1.382 -2.129 2.255
C 0.263 0.803 0.585
C 2.332 3.445 7.974
C 2.613 -1.043 -4.570
C -0.169 -0.152 3.236
C -4.873 -5.864 1.857
C 2.129 -1.746 -3.304
C 5.481 -0.468 -9.322
C 1.096 -2.062 2.271
C -3.255 4.473 -4.002
C -4.025 -6.407 3.996
C -0.312 1.781 1.626
C -2.382 1.069 2.955
C -5.322 -6.440 3.198
C 1.793 0.832 0.594
C -3.873 -4.804 2.298
C -5.044 -0.724 0.888
C -0.991 3.899 -4.360
C -3.058 0.739 1.619
C -4.425 0.183 1.798
H 4.004 -2.652 -2.679
H -1.156 -2.985 2.878
H -2.205 4.870 -5.899
H -4.372 -6.635 1.267
H -2.233 -1.598 2.669
H 2.082 1.866 0.425
H 0.431 4.534 7.733
H -3.132 5.523 -3.728
H -1.229 0.969 -0.936
H 3.062 0.906 -3.721
H 2.640 1.697 9.231
H -2.683 0.350 3.712
H 0.489 2.445 1.927
H -0.721 -0.604 4.058
H 5.336 1.430 -6.617
H 3.188 -1.751 -1.386
H -3.437 -7.316 3.833
H -2.506 0.001 1.039
H -2.747 2.036 3.288
H 1.133 -2.853 1.532
H 4.384 0.227 -4.692
H -1.660 -2.486 1.267
H 0.827 0.062 3.618
H -0.446 4.841 -4.237
H -3.242 2.587 -2.920
H 1.358 -1.148 -2.811
H 2.945 4.029 8.658
H 0.121 2.511 6.478
H -1.066 2.400 1.152
H -2.946 3.997 -1.885
H -4.302 4.308 -4.251
H 1.815 -0.590 -5.155
H 4.083 1.538 -7.868
H 0.426 0.852 -1.595
H 4.667 -0.210 -10.003
H -5.746 -7.440 3.127
H -5.685 -5.453 1.260
H -3.102 1.640 1.003
H 3.318 1.523 7.602
H -0.326 3.176 -4.834
H 2.018 -1.493 2.271
H 1.025 -2.544 3.243
H -4.370 -3.857 2.509
H -4.187 -6.288 5.068
H -0.660 2.032 7.999
H 5.746 -1.903 -7.711
H 4.131 -1.953 -8.443
H -6.066 -5.785 3.657
H 0.599 3.646 9.252
H 2.187 0.247 -0.228
H 6.965 0.593 -8.165
H 2.603 3.720 6.953
H 6.065 1.656 -9.252
H 2.220 0.540 1.548
H -0.181 2.353 -0.857
H 3.147 -1.745 -5.212
H 6.250 -0.987 -9.893
H -0.320 1.610 4.757
H -3.087 -4.629 1.563
H -2.602 3.174 -5.601
H 1.722 -2.741 -3.480

---

2.
Molecular formula: C33H61GeN3O5SeSi4Ti
Method: DFT, ωB97M-V/def2-TZVPD

HOMO energy (spin up / spin down) = -8.60 / -10.48 eV
net charge = +1
spin multiplicity = 2
orbital gap (spin up / spin down) = 0.1621 / 0.2326 Ha
relative energy (zero: lowest compared OMol25 entry of this formula, charge and spin) = 0.0 kJ/mol

Cartesian coordinates (Å):
Se 1.947 1.955 0.655
Ge 0.924 -1.860 -2.111
Ti 1.659 -0.295 0.148
Si -1.426 4.322 0.510
Si -2.393 2.337 -0.379
Si -2.880 2.311 -2.717
Si -4.124 1.137 0.778
O 0.303 -2.923 6.436
O 2.541 -2.101 -1.049
O 2.342 -3.396 6.903
O 1.276 0.059 -1.800
O -0.089 -1.537 -0.434
N 0.761 -0.412 1.973
N 1.493 -2.905 6.191
N 3.274 -0.779 1.314
C 3.745 -1.973 3.374
C 4.574 -0.705 1.084
C 1.496 2.312 -2.627
C -0.823 -0.034 3.700
C -4.744 2.627 -2.844
C -0.257 -3.908 0.098
C -0.010 5.084 -0.467
C -1.004 -2.582 -0.070
C 3.224 -2.497 4.581
C -1.715 -2.266 1.244
C -2.382 0.631 -3.438
C 1.381 0.381 -4.203
C 2.864 -1.346 2.478
C 3.457 -3.197 -1.238
C -2.050 3.694 -3.705
C -1.080 4.040 2.346
C 1.933 -2.283 4.946
C 3.417 0.703 -2.778
C 3.498 -4.053 0.030
C 4.866 -2.684 -1.554
C -0.163 -0.890 4.556
C -0.353 0.162 2.412
C -3.990 0.298 2.473
C -2.073 -2.712 -1.158
C 5.521 -1.309 1.914
C -4.826 -0.184 -0.393
C 5.109 -1.990 3.033
C 2.995 -4.059 -2.414
C 1.506 -1.126 2.854
C -5.373 2.547 0.993
C 1.899 0.854 -2.844
C -2.916 5.483 0.274
C 1.049 -1.470 4.144
H 3.711 -0.295 -3.101
H -1.410 0.318 -3.050
H -3.307 5.437 -0.744
H 5.345 -2.275 -0.669
H 5.482 -3.509 -1.911
H 3.673 -4.901 -2.550
H -3.316 -0.561 2.483
H 0.472 2.358 -2.254
H -2.154 4.657 -3.202
H -5.605 3.036 0.046
H -2.679 -1.807 -1.195
H 2.589 -4.647 0.130
H 0.553 -3.797 0.823
H -1.622 -2.873 -2.139
H 6.569 -1.256 1.657
H 2.139 2.793 -1.890
H -2.140 -1.262 1.219
H 4.354 -4.729 -0.006
H -0.989 3.519 -3.878
H -2.620 6.522 0.460
H -5.070 2.667 -3.887
H -0.942 -4.674 0.461
H -2.531 3.783 -4.683
H 1.572 2.869 -3.560
H 3.604 -3.425 0.914
H -4.472 -0.072 -1.417
H -4.984 -0.069 2.739
H -0.554 -1.078 5.540
H -1.719 0.472 4.028
H 4.839 -1.918 -2.328
H -1.043 -2.363 2.098
H 3.756 0.870 -1.753
H -4.569 -1.192 -0.058
H -5.917 -0.117 -0.415
H 3.869 -3.048 5.253
H -3.682 0.990 3.260
H 1.751 -0.618 -4.449
H 0.160 -4.246 -0.855
H 0.290 0.357 -4.202
H 0.931 4.566 -0.282
H -1.860 3.436 2.812
H -0.864 0.804 1.699
H -0.205 5.076 -1.540
H -2.325 0.666 -4.529
H -6.315 2.180 1.415
H 3.907 1.433 -3.423
H -1.022 4.988 2.886
H 4.877 -0.146 0.209
H -5.338 1.860 -2.343
H -0.123 3.528 2.470
H -4.989 3.590 -2.391
H -2.524 -2.984 1.380
H -4.991 3.309 1.676
H 0.110 6.124 -0.152
H -3.733 5.252 0.959
H -3.105 -0.144 -3.178
H 1.993 -4.453 -2.233
H 5.816 -2.492 3.680
H 2.981 -3.467 -3.332
H 1.714 1.062 -4.984
H -2.720 -3.560 -0.934

---

3.
Molecular formula: C33H61N2O14P3
Method: DFT, ωB97M-V/def2-TZVPD

HOMO energy = -8.37 eV
SMILES = CCNc1ccc2c(c1N=C(C)C)C(=O)C=CC2=O.CCOP(=O)(OCC)OCC.CCOP(=O)(OCC)OCC.CCOP(=O)(OCC)OCC
orbital gap = 0.2776 Ha

Cartesian coordinates (Å):
P 6.490 0.371 3.074
P 1.070 -3.910 -1.623
P 1.647 3.750 -1.639
O 6.710 0.403 4.695
O -0.180 -3.312 -1.091
O 2.326 4.976 -2.118
O 0.474 2.637 -1.719
O 1.758 -2.752 -2.551
O 2.717 2.580 -2.012
O 6.963 1.685 2.578
O -8.386 2.192 -0.890
O 7.682 -0.634 2.620
O 5.475 -0.898 3.043
O 1.780 3.776 -0.007
O 0.519 -4.916 -2.777
O -4.005 2.962 1.065
O 2.381 -4.855 -1.477
N -5.515 -2.162 -2.513
N -7.883 -0.556 -1.873
C -7.518 1.828 -0.140
C 6.259 1.508 5.474
C 9.883 0.397 2.452
C -1.550 -4.186 -3.773
C -6.618 -0.246 -1.336
C 5.045 3.295 -2.054
C -6.425 0.866 -0.502
C -4.255 -0.696 -1.104
C 1.442 4.945 0.737
C -5.167 1.153 0.054
C -1.338 4.190 -2.406
C 3.835 2.853 -2.856
C -5.489 -1.033 -1.639
C -5.823 -3.452 -1.854
C 3.455 0.415 2.476
C 4.830 1.333 5.953
C -8.813 -0.931 -1.079
C -5.022 2.323 0.976
C 3.365 -4.674 -0.454
C -0.022 4.973 1.134
C -5.232 -3.608 -0.459
C 2.794 -4.335 0.909
C -10.164 -0.256 -1.137
C 3.234 -1.211 -1.349
C -4.066 0.368 -0.241
C -8.710 -2.064 -0.081
C 1.922 -1.414 -2.078
C -6.245 2.641 1.767
C -0.876 -5.200 -2.873
C 4.060 -0.771 3.200
C -0.923 2.949 -1.643
C -7.442 2.387 1.251
C 8.699 -0.202 1.716
H -2.637 -4.223 -3.667
H -3.101 0.594 0.191
H -1.450 2.087 -2.055
H -0.310 4.043 1.626
H 1.707 5.848 0.183
H -0.984 -6.204 -3.285
H -10.140 0.502 -1.913
H 4.564 2.120 6.659
H 8.294 0.499 0.987
H 6.366 2.444 4.920
H 2.057 4.923 1.638
H -7.941 -1.914 0.678
H 3.913 -5.614 -0.386
H -1.324 4.004 -3.480
H -1.218 3.002 -0.592
H 3.591 -4.002 1.575
H -5.357 -4.225 -2.474
H 4.702 0.369 6.446
H 3.623 -1.689 2.804
H -5.320 -4.654 -0.164
H -1.219 -3.171 -3.557
H 4.781 4.028 -1.293
H -6.168 3.071 2.758
H -8.584 -3.003 -0.616
H 4.073 -1.566 -1.948
H -5.753 -2.992 0.275
H 3.391 -0.153 -1.129
H -10.326 0.177 -0.150
H -1.342 -5.223 -1.888
H 9.023 -1.079 1.155
H 10.532 0.938 1.762
H 1.901 -0.774 -2.960
H -9.658 -2.155 0.453
H 3.575 3.589 -3.615
H -6.294 -1.978 -3.141
H 3.435 0.241 1.400
H -2.351 4.478 -2.126
H -6.887 -3.711 -1.848
H 5.803 3.729 -2.708
H 4.067 1.929 -3.389
H -8.368 2.580 1.775
H 4.016 1.340 2.647
H 2.037 -3.544 0.854
H 5.486 2.444 -1.532
H 6.921 1.564 6.339
H 3.814 -0.761 4.265
H -10.950 -0.970 -1.403
H 10.467 -0.389 2.932
H 9.567 1.080 3.240
H 2.429 0.572 2.810
H -0.218 5.800 1.818
H 4.125 1.391 5.120
H 1.083 -1.120 -1.443
H 4.093 -3.928 -0.781
H -0.666 5.114 0.262
H -0.672 5.037 -2.210
H -3.415 -1.332 -1.360
H 2.321 -5.210 1.358
H 3.238 -1.748 -0.395
H -4.185 -3.309 -0.428
H -1.302 -4.377 -4.819

---

4.
Molecular formula: C33H62BBr3Cl8F7IMg2N4O2P2
Method: DFT, ωB97M-V/def2-TZVPD

HOMO energy = -7.38 eV
orbital gap = 0.0579 Ha

Cartesian coordinates (Å):
I 0.370 -2.715 -2.848
Br 2.838 0.735 -1.732
Br 4.527 6.783 -1.249
Br 5.385 3.194 -1.375
Cl 1.255 -6.089 -0.845
Cl -7.705 -4.851 8.957
Cl -9.086 -2.392 8.242
Cl 5.014 -4.393 -0.913
Cl -4.962 3.846 -5.397
Cl -6.856 -3.330 6.627
Cl -6.378 -2.285 9.299
Cl 1.900 -6.151 -4.203
P -2.728 3.640 -1.675
P -5.861 -4.065 3.563
Mg -4.062 6.632 0.909
Mg 4.638 7.312 -3.567
F -7.306 -4.206 2.997
F -7.486 2.334 -4.510
F -6.180 -5.254 4.519
F -4.754 -3.002 3.830
F -6.442 -3.110 4.650
F -4.727 -5.109 3.336
F -5.761 -3.708 2.050
O -1.901 1.422 -0.362
O -2.632 0.471 2.468
N 0.586 -1.375 0.535
N -4.839 0.163 -5.712
N -3.336 -1.695 1.306
N 0.602 -1.746 1.855
C 9.327 4.764 1.411
C 2.653 -7.165 -2.947
C 6.021 5.827 -0.436
C 0.046 0.009 0.278
C 11.350 6.623 1.887
C -1.883 -5.510 2.836
C 9.002 6.066 1.790
C -2.799 1.696 -1.460
C -0.168 -2.980 2.194
C 6.553 4.756 -1.359
C -5.057 1.983 -3.843
C -4.389 1.385 -1.226
C -0.990 4.202 -2.233
C 10.014 6.997 2.025
C -7.506 -3.215 8.281
C -1.666 -5.033 1.283
C -2.042 -1.082 -3.884
C -5.404 0.421 -4.307
C 2.071 -1.361 0.114
C 2.745 -2.889 0.143
C 2.873 2.267 0.891
C -1.590 0.037 -0.086
C -5.411 2.174 -2.241
C 1.382 2.316 0.607
C 11.675 5.322 1.505
C -1.000 -1.033 -2.577
C 1.682 -7.511 -1.829
C -3.071 4.348 0.067
C 10.663 4.393 1.264
C 0.454 1.154 1.375
C -1.916 -1.077 -1.221
C 4.292 -2.732 -0.451
C -0.272 -4.137 1.051
B -2.508 -0.387 1.257
H 3.303 1.912 1.939
H 1.107 0.793 2.272
H 0.611 -4.911 1.252
H 0.380 -3.482 3.130
H 1.527 -1.662 2.321
H -2.541 -4.718 3.440
H -2.073 4.239 0.692
H 2.101 -3.677 -0.459
H 3.658 2.528 0.059
H 6.655 5.089 -2.396
H 2.205 -1.014 -1.020
H 5.667 5.438 0.522
H -5.586 3.316 -1.940
H 6.781 6.591 -0.253
H -2.497 1.304 -2.519
H -2.968 -1.766 -3.675
H 12.139 7.346 2.078
H -3.395 5.477 -0.069
H 4.996 -2.133 0.304
H 4.223 -2.095 -1.431
H -1.429 -1.586 -4.773
H 0.552 0.369 -0.744
H -3.941 2.267 -4.071
H -1.764 0.331 2.985
H 12.717 5.032 1.394
H -2.546 -4.394 0.833
H 7.960 6.356 1.902
H -1.537 -5.963 0.546
H -0.442 -0.007 -2.654
H -4.888 -0.351 -3.558
H -1.001 5.221 -2.849
H 0.755 -7.943 -2.220
H -3.396 -2.052 2.286
H -4.287 -1.502 0.901
H -3.958 3.773 0.571
H -0.515 3.316 -2.838
H -6.480 1.663 -2.091
H -0.330 -3.769 -0.055
H -0.386 4.459 -1.238
H -4.573 -0.862 -5.772
H 8.538 4.039 1.229
H -2.565 -6.488 2.791
H 2.846 -3.163 1.282
H -0.879 -5.774 3.379
H -3.990 0.759 -5.832
H -4.692 0.257 -1.240
H -4.651 1.778 -0.129
H -2.316 -0.005 -4.255
H 3.533 -6.637 -2.567
H -1.714 -2.144 -0.725
H -0.471 1.767 1.807
H -6.562 0.192 -4.315
H 2.138 -8.239 -1.152
H -1.281 -2.787 2.583
H 10.916 3.380 0.963
H -5.761 2.725 -4.441
H 2.993 -8.080 -3.441
H 7.518 4.385 -1.004
H -3.046 -1.125 -1.580
H 9.761 8.013 2.317
H 2.697 -0.588 0.751
H 0.942 3.116 -0.131

---

no.,total energy (eV),strongest force on any atom (eV/A)
1,-59177.9517,1.76
2,-226404.5429,2.20
3,-94724.6416,6.35
4,-412830.7386,6.46